# 1
95
Properties=species:S:1:pos:R:3:forces:R:3 method="wB97M-V/def2-TZVPD" gap_ev="6.78 / 6.78" charge=+1 homo_energy_ev="-10.3425 / -10.3412" e_above_lowest_kcal_mol=2.6 lumo_ha="-0.13076 / -0.13076"
Ru -0.271 -0.336 0.426 -0.122 0.386 -0.214
C 0.656 5.166 -0.204 -0.004 0.005 0.017
C 0.431 4.355 1.076 -0.004 0.008 0.035
C 0.786 5.177 2.316 0.027 -0.016 -0.006
C -1.000 3.835 1.121 0.051 -0.020 -0.031
C -2.016 4.783 1.096 -0.031 0.003 -0.005
C -3.346 4.421 1.000 0.011 0.027 0.003
C -3.676 3.088 0.847 -0.002 -0.023 0.000
C -2.702 2.097 0.839 0.024 -0.002 -0.005
C -3.160 0.677 0.584 -0.100 -0.105 -0.073
C -3.999 0.563 -0.690 0.018 0.040 0.014
C -3.876 0.070 1.787 0.002 0.010 0.010
C -1.368 2.474 1.068 -0.002 0.006 0.082
N -0.372 1.462 1.243 0.095 -0.039 -0.099
C 0.555 1.584 2.163 -0.138 0.100 -0.015
C 1.683 0.744 1.966 0.103 -0.051 -0.073
N 1.605 -0.067 0.932 -0.144 0.011 0.186
C 2.851 -0.440 0.320 0.138 -0.091 -0.057
C 3.216 -1.793 0.219 -0.042 -0.007 -0.006
C 4.490 -2.094 -0.242 -0.010 0.014 -0.037
C 5.371 -1.091 -0.618 -0.001 -0.006 -0.011
C 4.964 0.229 -0.591 0.020 0.000 -0.012
C 3.695 0.585 -0.143 -0.107 0.008 0.027
C 3.262 2.040 -0.249 0.027 0.004 0.007
C 3.979 2.937 0.763 -0.015 -0.012 -0.002
C 3.479 2.587 -1.662 -0.016 0.008 0.010
C 2.235 -2.879 0.600 0.086 0.037 0.010
C 2.516 -4.223 -0.064 0.006 -0.005 -0.024
C 2.143 -3.045 2.119 -0.002 -0.015 -0.008
H 1.697 5.490 -0.266 0.002 -0.001 0.002
H 0.031 6.060 -0.223 0.018 0.000 -0.015
H 0.425 4.575 -1.091 0.001 0.000 0.006
H 1.121 3.516 1.035 -0.003 -0.031 -0.036
H 0.159 6.066 2.397 -0.015 -0.004 -0.003
H 1.824 5.508 2.268 -0.002 -0.002 0.002
H 0.655 4.600 3.235 -0.003 0.024 0.008
H -1.755 5.833 1.135 -0.001 0.001 0.011
H -4.119 5.177 1.003 0.003 0.000 0.002
H -4.714 2.809 0.718 0.003 0.000 -0.006
H -2.297 0.032 0.364 0.048 0.005 0.070
H -4.944 1.099 -0.600 -0.011 -0.015 0.003
H -4.229 -0.486 -0.884 0.007 0.000 0.007
H -3.456 0.965 -1.546 -0.010 -0.002 -0.004
H -4.807 0.606 1.985 0.007 0.009 -0.008
H -3.263 0.123 2.688 -0.007 -0.004 -0.001
H -4.124 -0.975 1.594 0.005 -0.003 0.004
H 0.504 2.358 2.921 0.074 -0.034 0.020
H 2.614 0.861 2.507 -0.007 0.066 0.014
H 4.800 -3.128 -0.308 0.002 0.001 0.004
H 6.369 -1.345 -0.953 0.000 0.001 -0.005
H 5.640 1.003 -0.933 -0.003 -0.007 0.004
H 2.188 2.081 -0.066 -0.021 0.018 0.010
H 5.056 2.932 0.586 -0.003 -0.005 0.005
H 3.815 2.622 1.795 -0.001 -0.006 0.006
H 3.633 3.968 0.665 0.006 0.002 0.001
H 4.537 2.608 -1.929 -0.010 0.005 -0.010
H 3.104 3.610 -1.722 0.002 0.005 -0.002
H 2.942 1.990 -2.398 -0.003 -0.013 -0.010
H 1.274 -2.532 0.224 -0.056 -0.151 0.131
H 3.414 -4.698 0.337 -0.003 -0.005 -0.006
H 2.634 -4.127 -1.146 -0.003 0.003 0.006
H 1.680 -4.899 0.121 -0.003 0.007 0.005
H 3.089 -3.419 2.516 -0.001 0.002 0.000
H 1.362 -3.763 2.377 -0.001 0.003 -0.004
H 1.916 -2.104 2.621 0.002 0.001 0.002
S -1.250 -2.527 0.116 0.015 -0.147 -0.068
C -1.345 -2.407 1.854 0.062 0.045 -0.008
C -1.884 -3.312 2.759 -0.006 -0.004 0.020
C -1.822 -3.005 4.106 -0.009 -0.029 -0.015
C -1.233 -1.814 4.519 0.010 0.021 0.009
C -0.731 -0.959 3.559 -0.007 0.006 -0.032
N -0.788 -1.252 2.260 0.058 -0.039 -0.023
H -2.331 -4.228 2.401 0.003 0.002 -0.005
H -2.229 -3.692 4.836 -0.002 0.003 -0.001
H -1.170 -1.550 5.564 0.000 0.000 -0.003
H -0.274 -0.016 3.829 0.002 -0.002 0.008
C 2.736 -0.795 -3.565 -0.009 -0.005 -0.024
N 1.543 -1.613 -3.402 0.036 0.024 0.004
C 0.413 -1.234 -2.789 0.005 -0.055 0.021
Se 0.084 0.423 -1.973 -0.029 0.019 0.084
N -0.447 -2.263 -2.846 -0.035 -0.017 -0.063
C 0.144 -3.354 -3.467 -0.019 0.031 0.051
C -0.308 -4.639 -3.726 -0.001 -0.018 -0.008
C 0.577 -5.488 -4.364 0.000 0.015 0.005
C 1.863 -5.069 -4.729 -0.012 -0.007 0.011
C 2.310 -3.787 -4.468 0.011 0.003 -0.002
C 1.420 -2.936 -3.826 0.016 0.014 -0.005
H 2.441 0.237 -3.726 -0.002 0.001 0.018
H 3.277 -1.150 -4.438 -0.002 -0.001 0.001
H 3.370 -0.864 -2.683 0.033 -0.006 0.068
H -1.376 -2.217 -2.459 0.003 0.007 0.020
H -1.299 -4.961 -3.438 0.002 -0.001 -0.003
H 0.270 -6.501 -4.586 0.001 0.000 -0.001
H 2.524 -5.768 -5.224 -0.002 0.000 -0.002
H 3.306 -3.472 -4.745 -0.003 -0.002 0.004

# 2
91
Properties=species:S:1:pos:R:3:forces:R:3 method="wB97M-V/def2-TZVPD" gap_ev="7.50 / 5.22" charge=+2 homo_energy_ev="-13.6126 / -13.6434" e_above_lowest_kcal_mol=30.4 multiplicity=5 lumo_ha="-0.22451 / -0.30971"
Ru -0.228 0.774 -0.852 -1.153 -4.493 0.324
C 0.702 4.853 -3.436 0.322 -0.070 -0.398
C 1.604 4.984 -2.463 0.400 0.333 -0.579
C 1.845 6.267 -1.729 0.091 0.313 0.000
C 0.566 7.070 -1.358 0.407 0.247 0.153
C -0.714 6.304 -1.132 -0.477 0.453 0.037
C -1.608 5.959 -2.063 -0.156 1.100 0.262
C -1.462 6.210 -3.529 -0.162 -0.197 -0.454
C -0.033 6.007 -4.056 -0.217 0.366 -0.105
C -1.191 -0.371 0.627 -1.365 -0.791 0.492
H 0.538 3.897 -3.931 0.275 0.186 0.116
H 2.364 4.220 -2.295 -0.479 -0.073 0.050
H 2.495 6.916 -2.342 -0.140 -0.137 0.243
H 2.415 6.071 -0.811 -0.041 -0.011 -0.189
H 0.796 7.593 -0.416 -0.136 0.007 -0.398
H 0.405 7.848 -2.119 -0.064 -0.246 0.336
H -0.999 6.249 -0.079 -0.143 -0.079 -0.296
H -2.626 5.714 -1.773 0.340 -0.178 0.092
H -1.795 7.238 -3.771 0.077 -0.349 0.146
H -2.149 5.549 -4.081 0.168 0.128 0.193
H -0.110 5.828 -5.138 0.196 0.104 0.258
H 0.530 6.941 -3.917 -0.042 -0.410 -0.179
H -1.625 -1.205 0.049 0.224 0.295 0.162
H -1.995 0.042 1.269 0.465 -0.271 -0.423
H -0.411 -0.774 1.297 -0.054 0.467 -0.410
P 1.631 1.993 -0.901 2.943 1.459 -0.980
P -1.328 2.268 0.372 -1.985 1.043 1.527
C 1.087 3.526 -0.136 -1.476 0.317 0.948
C -0.216 3.662 0.262 1.626 0.531 -0.376
C 3.343 1.772 -0.376 0.319 -0.406 0.339
C 4.207 2.879 -0.295 -0.145 -0.207 0.083
C 5.517 2.708 0.150 -0.003 -0.089 -0.069
C 5.967 1.436 0.517 -0.320 -0.133 -0.041
C 5.123 0.320 0.404 -0.031 0.249 -0.150
C 3.815 0.485 -0.060 0.046 0.378 -0.115
C 1.680 1.888 -2.757 -0.030 -0.335 0.450
C 0.465 1.514 -3.356 0.668 0.066 -0.255
C 0.410 1.277 -4.731 -0.157 -0.231 0.168
C 1.599 1.300 -5.474 -0.158 0.191 0.291
C 2.824 1.584 -4.859 -0.087 -0.001 0.104
C 2.875 1.876 -3.494 -0.505 0.023 0.070
C -1.819 2.343 2.132 0.422 -0.322 0.217
C -0.825 2.073 3.093 -0.191 0.211 0.110
C -1.124 2.194 4.452 -0.183 0.001 -0.239
C -2.416 2.569 4.852 0.103 -0.078 -0.294
C -3.412 2.807 3.896 0.214 -0.050 0.131
C -3.120 2.687 2.537 0.131 -0.009 -0.341
C -2.895 2.309 -0.590 0.318 0.362 0.022
C -3.494 1.132 -1.058 0.206 -0.202 -0.146
C -4.647 1.196 -1.845 0.147 0.092 0.129
C -5.175 2.440 -2.194 0.113 0.139 0.020
C -4.579 3.623 -1.730 0.105 -0.346 0.256
C -3.464 3.549 -0.890 -0.035 0.198 -0.085
H 1.870 4.225 0.177 -0.563 0.134 -0.416
H -0.593 4.571 0.725 0.388 -0.171 0.070
H 3.856 3.864 -0.596 0.157 -0.093 0.131
H 6.187 3.572 0.204 -0.281 -0.386 0.004
H 6.983 1.307 0.889 -0.246 0.032 -0.115
H 5.488 -0.676 0.668 -0.120 0.370 -0.100
H 3.149 -0.364 -0.212 0.334 0.228 0.264
H -0.434 1.349 -2.702 -0.082 0.654 -1.300
H -0.549 1.052 -5.209 0.438 -0.015 0.143
H 1.564 1.077 -6.539 0.011 0.082 0.219
H 3.748 1.576 -5.441 -0.345 -0.026 0.173
H 3.823 2.061 -2.986 -0.226 0.061 -0.240
H 0.179 1.780 2.769 -0.286 0.123 0.188
H -0.354 1.994 5.200 -0.261 0.059 -0.246
H -2.646 2.661 5.915 0.058 -0.011 -0.354
H -4.420 3.088 4.215 0.379 -0.122 -0.145
H -3.895 2.859 1.783 0.255 -0.034 0.362
H -3.043 0.166 -0.814 -0.412 0.297 -0.132
H -5.119 0.271 -2.184 0.149 0.354 0.079
H -6.058 2.493 -2.835 0.294 -0.003 0.222
H -4.984 4.593 -2.012 0.017 -0.228 0.122
H -3.009 4.447 -0.461 -0.339 -0.379 -0.268
C 2.443 -3.700 -1.238 -0.020 0.449 -0.385
Si 1.213 -2.577 -0.335 0.253 -1.152 0.700
C -0.323 -3.630 -0.062 -0.129 0.307 -0.097
C 1.977 -2.214 1.349 0.028 0.143 -0.039
C 0.837 -0.999 -1.345 0.824 -0.897 -0.604
H 2.670 -4.590 -0.633 -0.192 0.293 0.004
H 3.398 -3.198 -1.444 -0.164 -0.093 0.014
H 2.041 -4.056 -2.196 0.099 0.080 0.179
H -0.051 -4.549 0.476 0.025 0.241 -0.175
H -1.089 -3.120 0.533 0.074 -0.233 -0.073
H -0.769 -3.923 -1.022 0.026 0.009 0.196
H 2.989 -1.791 1.284 -0.254 -0.152 0.081
H 1.364 -1.532 1.947 0.168 -0.081 0.082
H 2.055 -3.164 1.900 -0.060 0.267 -0.180
H 0.116 -1.255 -2.153 -0.089 0.243 0.229
H 1.763 -0.727 -1.885 -0.296 0.106 0.201

F_max / hartree/bohr: 0.00891 0.09042